The following is a quantum chemistry calculation of 13 unconnected molecules or ions with the total composition C42H118N8O13, from OMol25.

**HOMO level**: -0.3337 Ha
**Orbital gap**: 9.70 eV
**Total charge**: 0
**Energy relative to the best compared isomer or geometry (same formula, charge and spin)**: 102.9 kJ/mol

Structure (XYZ):
```
181
Properties=species:S:1:pos:R:3:forces:R:3:lowdin_charge:R:1
C 16.155732 17.161808 18.005982 0.3 0.1 -0.6 -0.1843
C 18.058794 19.068754 22.846902 1.1 -0.3 0.2 -0.2414
C 16.885533 15.715998 16.228529 -0.7 0.4 -0.2 -0.0793
H 12.366252 12.564220 20.914186 0.3 -0.3 0.4 0.0628
C 13.874482 20.601294 16.034910 -0.3 -0.3 0.5 -0.0613
H 14.591025 14.275823 13.098302 0.1 0.5 -0.1 0.0625
C 12.194258 12.984052 19.939252 -0.1 0.1 -0.7 -0.0412
O 14.900692 18.810199 20.860514 0.4 -0.2 -0.6 -0.1120
C 20.999486 15.497158 17.548283 0.5 -0.1 1.9 -0.3239
C 14.046623 16.792441 9.813661 -0.1 -0.2 -1.1 -0.1398
H 6.704869 18.203958 15.556228 0.0 -0.3 0.0 0.0854
H 16.817649 11.692573 26.472492 0.2 0.3 0.4 0.0817
H 13.953881 19.948450 16.918028 0.0 0.4 -0.1 0.0711
C 17.707183 10.955229 17.166822 -0.9 -0.1 1.6 -0.1962
H 18.092143 11.700794 24.500427 0.2 0.0 -0.4 0.1228
C 20.438733 20.744758 15.859310 1.9 1.3 -0.9 -0.4578
H 15.181165 18.867117 13.198048 -0.3 0.4 0.2 0.0711
C 14.693602 15.976502 22.757096 1.2 -1.5 0.1 -0.3261
H 18.630941 19.904076 15.153030 -0.2 0.0 0.0 0.1122
O 20.206241 19.127464 14.123273 0.2 -0.5 0.4 -0.1714
H 21.730574 19.796993 17.432139 -0.2 0.3 -0.3 0.0785
H 13.055516 20.793757 19.717783 0.2 -0.3 0.6 0.0774
O 8.277087 16.975374 16.093983 0.9 0.4 -1.3 -0.1795
N 19.653279 21.516413 16.794636 -1.6 0.3 -0.4 0.0460
C 19.667327 19.596089 15.329562 -0.9 0.0 0.1 -0.2408
H 18.382192 11.456688 14.481359 0.7 -0.7 -0.5 0.0627
H 20.333784 17.263291 18.784398 1.6 -0.6 -0.7 0.0776
H 14.900346 17.027261 22.914001 -0.3 0.3 -0.2 0.0914
H 19.094546 22.206871 16.256209 0.4 -0.7 0.6 0.0884
H 18.266294 16.731951 20.724208 -0.1 0.3 -0.1 0.0681
H 14.938733 12.610037 21.980487 0.9 0.1 -0.4 0.1049
H 19.865717 12.099017 17.571492 0.1 0.0 -0.5 0.0996
H 14.689770 21.072891 19.355245 0.9 0.0 -0.6 0.0372
O 18.108061 11.027956 18.558907 -0.4 -0.4 0.0 -0.2030
H 20.818496 15.949547 16.574643 0.5 -0.1 -0.3 0.0824
H 11.329023 13.642743 20.037734 0.2 0.2 -0.1 0.0709
H 18.124992 19.025791 19.905150 -0.4 0.3 -0.7 0.0736
H 16.091185 18.175445 9.833836 0.6 -0.2 -0.8 0.1164
H 7.893223 18.005085 14.258479 0.1 -0.2 0.4 0.0935
H 22.337801 19.637082 15.772699 -0.5 0.0 0.1 0.0820
H 11.910998 12.165667 19.255118 0.0 0.2 0.3 0.0913
C 14.544274 20.106376 21.261557 -0.1 0.5 0.1 -0.3404
H 16.585378 22.158444 11.834668 -0.5 -0.1 -0.1 0.0707
H 12.573876 17.157704 17.770527 -0.6 0.0 -0.7 0.0949
H 16.127294 13.287117 26.242861 -0.3 0.2 -0.2 0.0692
H 15.955264 17.897417 17.206289 0.5 0.0 0.0 0.1187
H 12.186484 16.066932 16.363776 0.8 0.3 -0.1 0.0685
O 19.841958 14.780313 17.932117 0.1 0.5 0.1 -0.1282
H 20.097417 11.863498 15.943528 0.6 -0.6 -0.5 0.0763
H 14.809679 21.148707 13.486915 0.1 0.4 0.1 0.1254
H 18.432756 15.010753 27.015819 0.0 0.0 0.3 0.0637
N 17.379062 18.873346 19.206292 0.7 -0.1 -0.2 0.0631
O 16.126775 15.851439 17.443101 0.5 0.2 -0.4 -0.2037
H 16.625488 10.856364 17.109933 -0.4 0.3 0.0 0.1240
H 9.984392 17.661363 15.105668 0.1 -0.4 0.3 0.1193
H 19.658767 18.888144 16.147359 -0.1 -0.9 0.1 0.1203
N 13.064835 14.411123 18.117309 2.0 -0.7 1.0 0.0607
C 17.832928 12.228735 14.963398 -0.8 1.0 0.8 -0.0366
O 14.904720 16.859615 10.902847 0.7 1.2 0.0 -0.1730
O 19.239762 18.839314 21.965080 -1.9 0.3 1.3 -0.0968
H 18.069604 13.198145 14.480983 0.1 -0.5 0.4 0.0860
H 21.922582 14.810252 17.615725 -1.2 0.9 -0.7 0.1323
H 13.939118 14.902935 17.867057 -0.6 0.0 -0.3 0.0724
H 18.661546 13.206756 21.916979 -0.9 0.7 -0.5 0.0639
C 13.686873 13.940133 13.596299 -1.1 0.3 0.2 -0.0878
H 16.823693 18.141239 24.305841 -0.3 -0.3 -0.5 0.0982
H 18.061932 10.049885 16.756110 1.0 -1.2 -0.7 0.1108
H 16.619641 16.512368 15.493692 0.1 -0.2 0.6 0.0715
C 13.448070 13.668502 19.364331 -1.4 0.0 0.2 -0.3847
H 15.025028 15.654687 21.743588 -0.2 0.5 0.4 0.0933
N 19.608135 12.392505 16.622946 -0.4 0.7 1.1 0.0461
H 16.634695 18.264660 14.042172 -0.4 -0.1 -0.2 0.0638
H 17.342569 13.250902 23.954690 0.5 -0.2 0.0 0.1215
H 22.193165 17.070866 18.255014 -0.6 0.5 0.6 0.0702
H 17.473444 15.553086 19.737549 -0.5 0.3 0.4 0.0868
H 10.023158 15.871425 15.382150 -0.9 0.5 -0.1 0.1409
H 17.013474 13.008752 27.714828 0.1 -0.3 -0.1 0.0767
H 12.600419 16.196168 22.418985 0.3 -0.4 0.1 0.0869
C 21.256673 16.600114 18.609774 -0.9 -0.5 -0.1 -0.0891
C 13.300251 15.548852 22.993538 -2.6 1.2 0.4 -0.0989
C 15.904978 18.066771 13.233762 1.6 1.2 -0.1 -0.0512
O 19.471440 13.165386 23.835257 -1.0 -0.7 -0.7 -0.1780
C 15.282116 20.865333 15.527069 0.7 -0.5 0.7 -0.4576
H 16.052832 13.374522 20.817385 0.7 0.9 -0.4 0.0665
C 15.656304 18.072783 10.810529 -0.2 -0.7 0.0 -0.2337
H 12.098579 17.843542 16.159620 0.6 0.4 -0.4 0.0597
H 13.345044 21.515619 16.307542 0.1 0.1 0.2 0.0802
H 13.809666 20.036316 22.056773 -0.1 -0.2 0.2 0.1103
C 9.705717 16.854910 15.812682 -0.4 0.0 0.0 -0.1857
O 16.688296 21.946843 13.893684 -0.6 0.4 0.0 -0.2129
N 18.316327 14.739258 26.052264 0.5 -0.8 -1.3 0.0426
H 17.655740 12.960509 17.079791 0.1 0.5 -0.5 0.1281
N 16.079442 21.369782 16.652593 1.1 0.6 0.1 0.0485
H 19.738372 14.095692 17.255662 -0.2 -0.5 -0.1 0.0054
H 19.114855 12.789127 26.408296 0.1 -0.1 -0.1 0.1309
H 17.518432 19.821569 12.771068 0.0 0.1 0.7 0.0336
C 18.223372 12.787823 24.453433 0.3 1.1 1.2 -0.1956
H 20.236782 17.601915 12.896494 0.0 -0.6 -0.2 0.0864
H 16.519889 14.784651 15.781403 0.5 0.0 0.1 0.0635
H 17.198165 17.064201 22.863493 -0.2 0.2 0.1 0.0447
C 16.985391 12.768427 26.646013 0.1 -0.2 -0.2 -0.0711
O 15.402997 15.189997 23.727892 0.3 -0.3 0.1 -0.1090
C 18.171139 12.205592 16.476370 -0.3 -0.1 -0.4 -0.4101
H 20.675743 21.412345 14.996511 0.1 -0.6 0.2 0.1472
H 15.695971 18.883345 20.268099 -0.5 0.1 0.3 0.0402
H 17.521494 19.459664 18.369418 0.0 0.0 0.8 0.0758
H 17.707844 23.184268 12.601441 0.3 0.4 0.4 0.0776
C 17.518664 10.016789 19.436237 0.4 0.3 -1.4 -0.0600
H 22.454478 21.169244 16.513678 0.0 0.2 0.4 0.0696
H 16.295579 15.501224 23.883267 0.2 0.2 0.0 0.0348
H 18.293865 19.821435 23.607248 0.3 0.0 -0.1 0.1087
H 16.780690 12.030281 14.736192 0.1 0.0 0.3 0.0615
H 12.404534 15.123843 18.369409 -0.4 0.2 0.2 0.0235
C 18.245909 13.255038 25.931522 -0.4 0.1 0.1 -0.4273
H 14.837341 12.906682 14.955420 0.7 -0.3 0.6 0.0758
H 17.123387 21.381826 16.497925 -1.7 -0.1 -0.1 0.0523
H 15.033468 18.950834 10.897424 -0.6 0.3 0.3 0.1201
O 14.896517 11.792396 20.092912 -0.2 0.3 0.5 -0.2239
H 12.965740 13.208873 16.659647 -0.1 0.4 -0.5 0.0308
N 17.292418 19.472512 11.862081 1.4 -1.0 -1.7 0.0637
H 13.200469 20.072293 15.364778 0.2 0.0 -0.5 0.0671
C 21.794477 20.308399 16.457620 0.1 -0.2 -0.5 -0.0441
C 7.770309 18.100576 15.351907 -1.1 -1.5 -0.2 -0.1127
C 16.671423 18.125682 11.901947 0.0 0.0 1.4 -0.4041
H 15.943949 23.577128 12.805830 0.7 -0.5 -0.2 0.0973
H 13.917634 14.341644 20.113738 -0.4 -0.2 -0.3 0.1268
H 12.861561 14.712653 13.553832 0.9 -0.9 -0.2 0.0922
C 11.966445 17.027716 16.844943 -0.4 -0.9 0.0 -0.0629
H 18.269720 17.211189 18.145208 0.8 -0.2 0.0 0.0970
H 10.618643 15.003740 17.483753 -0.6 -0.5 0.3 0.0681
H 10.282270 17.848198 17.641080 -0.9 0.4 0.2 0.1365
H 20.243676 22.062186 17.377496 0.6 0.4 0.6 0.0603
H 12.989684 15.705486 24.064302 0.5 -0.2 -0.9 0.0963
H 13.404374 13.028708 13.077597 -0.4 0.0 -0.2 0.0693
H 14.789520 22.673161 14.438186 0.4 -0.3 0.0 0.1336
H 19.197167 17.290401 14.339268 -0.4 0.2 -0.3 0.0751
H 17.479097 9.050268 18.896381 -0.4 0.4 0.2 0.0950
H 17.984989 15.736195 16.355302 -0.5 -0.2 0.3 0.0788
C 10.468487 16.931439 17.103747 0.9 0.8 1.1 -0.4674
H 17.370271 17.246969 11.855551 -0.3 0.9 -0.1 0.1508
H 17.266328 19.490054 22.273595 -0.5 0.1 -0.8 0.0690
C 14.026594 21.031588 20.189202 -1.1 0.4 -0.7 -0.0933
H 18.308580 17.332765 24.182608 0.7 -0.1 0.1 0.0629
C 15.334623 21.711926 14.285432 -0.2 0.0 -0.6 -0.2215
H 15.408762 20.630477 21.659259 0.4 0.0 0.4 0.0940
H 16.385407 11.705185 21.409228 0.6 0.1 0.4 0.0653
H 13.454313 15.913785 9.991072 -0.4 -0.4 -0.4 0.0821
C 20.128969 17.718143 13.963941 -0.1 0.6 0.0 -0.0878
O 12.916966 13.023372 15.693113 -0.3 -0.4 0.2 -0.1019
H 19.186060 14.978118 25.568877 -0.3 0.3 0.2 0.0664
C 19.435483 12.726179 22.463332 -0.1 -0.4 1.2 -0.0874
H 15.286462 17.276903 18.639843 -0.2 -0.3 0.5 0.1085
H 15.791743 22.331839 16.865996 0.2 -0.4 0.0 0.0834
H 13.941990 22.059583 20.560372 0.0 -0.2 0.2 0.0765
H 13.073307 14.511509 22.729692 0.4 0.1 0.0 0.0637
H 15.382002 17.184044 13.443266 -0.6 -1.5 0.0 0.0540
H 19.247879 11.660570 22.407483 -0.1 -0.5 0.1 0.0792
H 15.417499 13.135109 18.705729 -0.8 -0.1 -0.4 0.1327
H 13.386533 17.658067 9.702252 -0.1 0.2 0.4 0.0874
C 16.718507 22.772559 12.725534 -0.4 -0.2 0.2 -0.1043
C 15.653005 12.443220 21.129516 -2.5 -1.2 0.5 -0.0701
H 9.271035 15.701451 18.246394 -0.2 -0.3 -0.2 0.0794
H 16.491763 16.808461 20.643260 -0.5 0.0 0.2 0.0413
C 17.566046 17.810961 23.566405 0.0 0.6 -0.2 -0.0781
H 14.300652 14.575448 15.519541 0.1 -1.2 -0.1 0.1070
C 17.457928 17.459389 18.805338 -2.4 0.0 0.7 -0.3875
C 17.384756 16.602007 20.087365 1.8 -0.9 -1.5 -0.0352
N 10.238830 15.801341 17.984552 0.6 0.3 -0.1 0.0547
C 14.009490 13.590738 15.035600 -0.1 1.8 -0.1 -0.3684
H 21.409010 16.094004 19.585796 0.2 0.3 -0.5 0.0730
H 15.712086 19.889368 15.292525 0.1 0.0 -0.2 0.1039
C 14.465134 12.619643 19.023447 2.6 -0.3 -0.3 -0.2154
H 18.206889 9.851919 20.240849 0.5 0.2 0.5 0.0689
H 19.652080 18.165215 22.500498 0.9 -0.4 -0.3 0.0584
H 8.204205 18.998833 15.677083 1.0 1.3 0.5 0.0628
H 16.561918 10.360843 19.851612 0.1 -0.3 -0.6 0.0627
H 14.205140 11.861898 18.266776 -0.5 0.7 -0.1 0.1378
H 20.348443 12.898809 21.951704 1.1 0.5 0.0 0.0757
H 14.588936 16.740197 8.832748 -0.2 -0.3 0.7 0.1001
H 20.899934 17.188516 14.512938 0.5 0.0 0.0 0.0722
H 18.207910 19.403879 11.364656 -1.1 0.3 0.5 0.0990
```
Positions in Å, forces in eV/Å.